i | {"formula": "C4H9N3O", "method": "wB97M-V/def2-TZVPD", "symbols": ["H", "H", "N", "H", "H", "C", "H", "C", "H", "N", "N", "H", "H", "O", "C", "H", "C"], "positions_angstrom": [[2.0629, 1.4604, -0.4203], [-2.8212, -2.0647, -1.9594], [-2.2484, -1.3123, -2.3339], [-2.9100, -0.5411, -2.6137], [0.7002, -0.6394, 2.6486], [-0.0119, 0.8683, 0.8365], [2.4129, -0.4118, 0.4090], [1.7873, 0.1820, -0.5364], [-0.5088, -1.8559, -1.0254], [-0.4983, 0.0591, -1.0791], [0.3404, -0.1950, -0.1581], [-1.0764, 0.9894, 0.9136], [1.8996, -0.0476, -1.7504], [1.0628, 1.2066, 2.8908], [0.5520, 0.3610, 2.0847], [0.3091, 1.9203, 0.5957], [-0.9485, -1.1323, -1.5392]], "nbo_charge": [0.1897, 0.3794, -0.8704, 0.4021, 0.1912, -0.3354, 0.2355, -0.4876, 0.1706, -0.3342, -0.3306, 0.2453, 0.2419, -0.5504, 0.3512, 0.2305, 0.2713], "e_homo_ev": -8.698, "gap_ev": 9.5, "smiles": "CN(CC=O)/N=C/N"}

---

ii | {"formula": "C4H9N3O", "method": "wB97M-V/def2-TZVPD", "symbols": ["H", "H", "H", "C", "H", "C", "H", "N", "H", "O", "N", "H", "C", "H", "H", "N", "C"], "positions_angstrom": [[1.7407, 0.5339, -1.5429], [1.9480, 0.4966, 1.3487], [0.7451, 1.6796, -1.7122], [-0.3164, -0.9414, -0.7791], [-0.2454, 2.0476, 1.0727], [-0.2879, 0.9607, 1.0521], [-1.2945, 0.3584, 2.5512], [-1.5129, -0.6953, -1.3758], [1.1953, -1.8701, -0.4314], [-1.4970, 0.3529, 1.5288], [0.2956, -2.0533, -0.9128], [0.8738, -0.8704, 1.5994], [0.9895, 0.1070, 1.1778], [-2.0094, -1.5612, -1.6276], [-2.0757, 0.0845, -0.9094], [1.1869, 1.1086, -0.9289], [0.2644, 0.2620, -0.1105]], "nbo_charge": [0.3631, 0.2339, 0.3565, 0.4305, 0.2017, 0.0804, 0.4795, -0.8093, 0.3296, -0.7080, -0.6946, 0.2188, -0.4416, 0.3999, 0.4000, -0.8208, -0.0196], "e_homo_ev": -9.283, "gap_ev": 10.0, "smiles": "[H]/N=C(/N)[C@]1(N)C[C@@H]1O"}

---

Ranked by calculated energy, most stable first: ii, i.